[1]
41
Properties=species:S:1:pos:R:3:forces:R:3 method="wB97M-V/def2-TZVPD" homo_lumo_gap_ev="6.54 / 5.39" total_charge=+2 multiplicity=6 s2=8.8501
Ir -0.115 0.083 0.183 -0.11 0.14 -0.05
N -1.929 4.028 -0.377 0.01 -0.03 0.06
C -1.634 2.735 -0.397 -0.24 0.23 -0.35
S -0.961 2.052 1.078 -0.05 -0.06 -0.02
N -1.890 2.080 -1.519 0.27 -0.22 0.62
N -1.600 0.769 -1.439 -0.17 0.11 -0.44
C -2.041 0.085 -2.468 0.09 -0.04 0.21
C -1.983 -1.321 -2.647 0.00 -0.03 0.00
C -2.560 -1.843 -3.823 0.01 0.01 0.04
C -2.622 -3.191 -4.044 0.04 -0.15 0.05
C -2.105 -4.113 -3.080 -0.08 0.04 -0.15
C -1.535 -3.671 -1.937 0.02 0.08 0.01
C -1.431 -2.261 -1.671 0.04 0.01 -0.05
O -0.863 -1.893 -0.605 0.07 0.10 0.04
H -1.803 4.582 0.453 0.01 0.02 0.01
H -2.363 4.445 -1.188 0.01 0.02 -0.01
H -2.547 0.665 -3.234 -0.03 -0.01 -0.01
H -2.977 -1.158 -4.550 0.01 0.01 0.01
H -3.074 -3.569 -4.950 0.00 -0.01 0.01
H -2.174 -5.175 -3.275 -0.01 0.01 -0.02
H -1.127 -4.346 -1.196 0.00 0.02 0.01
C -0.885 -0.115 4.069 0.02 0.04 -0.02
Te -0.807 -1.453 2.432 0.18 -0.13 0.03
C -2.887 -1.397 2.044 -0.03 0.03 0.00
H -1.797 -0.338 4.616 0.02 0.02 0.04
H -0.893 0.912 3.716 -0.03 0.01 0.04
H -0.019 -0.299 4.699 0.00 0.02 0.00
H -3.197 -0.360 1.944 -0.03 -0.01 0.00
H -3.377 -1.874 2.889 -0.05 0.01 -0.03
H -3.085 -1.953 1.132 0.01 0.00 0.00
S 2.291 0.570 0.649 -0.08 -0.13 -0.01
C 2.517 0.725 -1.024 0.00 0.02 -0.03
N 3.713 1.040 -1.576 0.10 0.01 -0.01
C 3.884 1.181 -2.911 0.05 0.00 0.09
C 2.819 1.005 -3.741 -0.02 0.01 -0.03
C 1.599 0.681 -3.135 -0.01 0.00 0.04
N 1.457 0.549 -1.829 -0.02 -0.14 -0.14
H 4.504 1.171 -0.955 0.01 0.00 0.01
H 4.881 1.433 -3.244 0.00 0.00 0.00
H 2.919 1.111 -4.810 -0.01 0.00 0.01
H 0.708 0.527 -3.733 0.00 0.00 0.01

[2]
17
Properties=species:S:1:pos:R:3:forces:R:3 method="wB97M-V/def2-TZVPD" de_lowest_ev=10.8543 homo_lumo_gap_ev=8.63 total_charge=0
C 1.560 1.076 -0.177 -2.37 1.25 4.94
C -0.355 -0.578 -0.023 0.42 -0.90 0.60
H 2.535 1.319 0.226 0.03 -0.56 0.95
H 0.923 1.996 0.023 0.96 -0.74 -0.98
H 1.743 0.903 -1.142 -0.18 -1.11 -3.81
H -0.220 0.110 2.483 0.32 0.20 -0.69
H -0.427 1.609 1.515 2.68 -3.25 1.56
H -1.469 1.248 -0.544 2.53 -3.67 -2.02
H -1.893 -1.584 -1.382 1.10 3.64 -1.93
H -1.179 -0.777 -3.126 -1.73 0.84 5.19
H 0.863 -1.611 1.061 -1.41 -2.24 1.85
N 0.764 0.006 0.603 1.03 1.22 2.29
N 0.356 0.757 1.914 -2.10 1.72 -2.84
N -0.743 0.233 -1.093 -4.76 0.66 0.27
N -1.704 -0.539 -1.897 0.87 -2.81 -2.69
N -0.738 -1.809 0.331 -2.59 4.48 -4.29
O -0.015 -2.358 1.226 5.19 1.26 1.61

[3]
13
Properties=species:S:1:pos:R:3:forces:R:3 method="wB97M-V/def2-TZVPD" de_lowest_ev=4.7276 homo_lumo_gap_ev=10.65 total_charge=0
C 0.913 1.067 -0.884 -1.29 -0.69 -0.66
C 0.736 0.210 0.265 1.31 -2.21 0.09
C 1.145 -1.128 0.832 -2.53 0.03 1.20
N -1.486 -1.217 0.090 -0.57 -0.19 -0.23
N -2.042 -0.243 -0.015 2.62 -4.96 0.02
N -2.654 0.740 0.006 -2.99 5.35 -0.82
N 0.149 1.283 0.412 -0.40 0.95 0.88
H 1.839 1.587 -0.925 0.47 0.58 -0.75
H 0.247 0.881 -1.771 1.14 0.43 0.63
H 2.202 -1.178 0.947 0.85 0.29 0.78
H 0.957 -1.914 0.117 -0.31 0.01 -0.58
H 0.468 -1.447 1.738 1.82 0.90 -1.38
H -2.475 1.358 -0.811 -0.12 -0.50 0.83

[4]
54
Properties=species:S:1:pos:R:3:forces:R:3 method="wB97M-V/def2-TZVPD" de_lowest_ev=0.0000 homo_lumo_gap_ev="5.66 / 7.53" total_charge=-1 multiplicity=3 s2=2.0202
Ti -0.525 1.002 0.458 0.27 0.18 -0.12
N -1.496 -0.381 -1.107 0.06 -0.04 -0.01
C -2.961 -0.318 -0.949 0.01 0.01 0.01
C -3.307 -0.410 0.529 0.02 0.00 0.00
N -2.557 0.588 1.308 -0.04 -0.04 0.00
H -1.231 -0.142 -2.058 0.00 0.01 -0.01
H -1.151 -1.315 -0.905 -0.01 0.00 -0.01
H -3.468 -1.114 -1.502 0.00 0.00 0.00
H -3.281 0.645 -1.349 0.00 -0.01 0.01
H -3.023 -1.389 0.921 0.00 0.01 0.00
H -4.388 -0.307 0.658 0.00 0.00 0.00
H -2.340 0.182 2.227 -0.03 -0.01 -0.02
H -3.060 1.462 1.402 0.00 0.01 -0.02
C 3.226 1.547 1.646 0.01 0.01 -0.01
C 2.033 2.248 1.004 0.06 -0.04 0.00
C 2.467 3.491 0.237 -0.03 0.00 -0.02
O 1.375 1.355 0.126 -0.41 -0.03 -0.02
C 1.051 2.667 2.126 -0.03 -0.02 -0.01
O 1.400 3.421 3.013 0.02 0.00 0.00
O -0.137 2.143 2.003 0.02 0.08 0.09
H 3.942 1.255 0.874 -0.01 0.00 0.00
H 2.898 0.648 2.173 0.00 0.00 -0.01
H 3.711 2.212 2.360 0.00 0.00 0.00
H 3.200 3.213 -0.525 0.00 0.00 0.00
H 2.909 4.220 0.918 0.00 0.00 0.00
H 1.602 3.940 -0.255 0.00 0.00 0.00
H 1.792 -0.127 -0.090 0.15 0.02 0.09
O -1.613 -1.382 2.947 -0.02 -0.03 0.01
C -0.597 -1.712 2.303 0.12 0.03 0.11
N 0.020 -0.931 1.323 -0.12 -0.09 -0.02
C 1.094 -1.620 0.859 0.07 0.05 -0.02
O 1.909 -1.133 -0.073 -0.08 -0.10 -0.02
C 1.228 -2.878 1.492 0.01 0.00 0.00
C 2.149 -3.933 1.381 -0.01 0.00 0.00
C 1.972 -5.034 2.186 0.00 0.00 0.00
C 0.900 -5.108 3.108 0.00 0.00 0.00
C -0.002 -4.071 3.229 -0.01 -0.01 -0.01
C 0.160 -2.951 2.417 -0.03 -0.01 -0.03
H 2.974 -3.876 0.682 0.00 0.00 0.00
H 2.667 -5.862 2.120 0.00 0.00 0.00
H 0.796 -5.992 3.726 0.00 0.00 0.00
H -0.820 -4.114 3.938 0.00 0.00 0.00
Se -1.580 2.978 -1.000 -0.03 -0.03 0.03
C -1.211 2.229 -2.721 0.02 0.06 -0.01
C 0.095 1.889 -3.094 -0.02 -0.01 0.01
C 0.351 1.292 -4.321 0.01 0.00 0.01
C -0.685 1.030 -5.211 0.00 0.00 0.00
C -1.981 1.379 -4.858 0.00 -0.01 -0.01
C -2.241 1.969 -3.628 0.01 -0.01 0.00
H 0.905 2.082 -2.401 -0.01 -0.02 0.01
H 1.369 1.028 -4.580 0.00 0.00 0.00
H -0.482 0.564 -6.166 0.00 0.00 0.00
H -2.799 1.187 -5.543 0.00 0.00 0.00
H -3.256 2.234 -3.357 0.00 0.01 -0.01

[5]
11
Properties=species:S:1:pos:R:3:forces:R:3 method="wB97M-V/def2-TZVPD" de_lowest_ev=4.5010 homo_lumo_gap_ev=10.60 total_charge=0
H 2.624 -0.122 0.761 -1.24 0.39 -2.25
N 2.001 -0.379 -0.084 0.80 -1.60 1.73
N 1.766 0.508 -0.885 0.60 -0.74 -0.15
O 2.254 1.612 -0.995 -0.44 1.01 -0.56
O 0.817 0.082 -1.901 1.29 0.70 1.02
H 1.145 0.636 -2.624 -0.30 0.13 -0.26
C -1.499 -0.207 0.781 -1.84 3.56 -0.81
N -0.273 -0.299 0.975 0.59 -2.39 1.56
H -1.993 0.850 0.520 1.26 -2.17 0.42
H -2.205 -0.988 0.857 -0.79 -1.08 0.08
H -0.092 -1.335 1.267 0.07 2.19 -0.78

[6]
53
Properties=species:S:1:pos:R:3:forces:R:3 method="wB97M-V/def2-TZVPD" homo_lumo_gap_ev="6.90 / 6.61" total_charge=0 multiplicity=5 s2=6.0095
Rh 0.060 -0.340 -0.713 0.19 -0.13 -0.40
Se 5.358 5.679 0.314 0.41 -0.85 -0.16
N 5.525 3.955 -0.281 -0.98 1.02 0.04
C 4.296 3.481 -0.360 1.55 -0.96 0.95
C 4.114 2.009 -0.657 -2.83 1.42 -1.01
C 5.020 1.114 -1.174 0.12 -1.79 -0.37
C 4.550 -0.173 -1.541 0.34 1.11 0.27
C 3.200 -0.551 -1.495 0.82 0.69 -0.36
N 2.306 0.327 -1.021 0.83 1.15 -0.16
C 2.752 1.575 -0.699 -1.14 -0.06 2.12
C 1.601 2.495 -0.166 2.31 -0.69 -1.44
N 0.418 1.904 -0.143 -1.63 0.68 0.26
C -0.645 2.689 0.054 0.15 1.97 -0.27
C -0.608 4.140 0.099 0.67 -2.24 0.72
C 0.651 4.727 0.038 -0.07 2.04 1.47
C 1.789 3.865 0.041 1.03 1.55 -0.53
C 3.243 4.373 0.096 -1.68 -0.05 -0.11
N 3.597 5.579 0.524 -0.52 -1.61 -0.90
H 6.076 1.324 -1.346 -0.32 0.22 0.31
H 5.301 -0.847 -1.903 0.01 -0.43 -0.27
H 2.840 -1.476 -1.981 0.17 0.40 0.74
H -1.596 2.209 0.094 -0.51 -0.49 0.16
H -1.516 4.672 0.421 0.48 -0.15 -0.78
H 0.677 5.934 0.182 0.51 -3.26 -0.51
C -1.548 -5.089 0.281 -0.63 1.88 -1.31
C -2.844 -4.246 0.138 1.39 0.61 0.27
O -2.442 -2.804 0.250 -0.31 0.11 -0.33
P -2.978 -1.540 -0.593 1.21 -1.04 0.26
O -2.219 -0.319 -0.161 1.21 -0.11 -0.34
Te -3.238 -2.108 -2.960 0.31 0.08 0.42
O -4.454 -1.304 -0.266 -2.61 0.25 -0.64
C -5.316 -0.683 0.702 1.95 -0.75 1.69
C -4.644 -0.898 2.059 -1.22 -1.18 -0.08
H -1.727 -6.144 0.320 -0.32 -0.55 -0.04
H -1.067 -4.758 1.183 0.38 0.02 0.39
H -0.946 -4.811 -0.596 0.16 -0.37 0.42
H -3.457 -4.453 1.005 -0.64 0.19 -0.12
H -3.335 -4.337 -0.825 -0.20 -0.37 0.07
H -6.167 -1.300 0.712 -1.43 -0.36 -0.42
H -5.557 0.367 0.550 0.29 -0.07 -0.66
H -4.456 -1.999 2.221 -0.47 1.14 0.05
H -5.222 -0.431 2.852 -0.22 -0.32 0.20
H -3.713 -0.437 2.062 1.81 0.88 -0.02
O 1.826 -2.603 -3.121 -1.96 -1.17 -0.72
S 0.515 -2.486 -2.459 -0.46 1.87 -0.08
O -0.620 -3.407 -2.453 0.78 -1.33 -1.59
O -0.148 -1.137 -2.831 0.80 -0.03 0.60
O 0.857 -2.355 -1.013 0.27 1.00 2.31
Cl 0.436 -1.226 2.023 -0.63 -0.06 -0.40
C 0.824 0.285 2.879 -0.31 0.07 -1.00
Cl 0.728 -0.016 4.600 0.51 0.29 0.21
H 0.109 1.098 2.649 0.35 -0.71 -0.07
H 1.795 0.474 2.405 0.04 0.51 1.16